# 1
{"formula": "C35H53N6O2P2S2Ta", "method": "the ωB97M-V functional and the def2-TZVPD basis", "symbols": ["Ta", "C", "P", "C", "C", "C", "P", "C", "C", "H", "H", "H", "H", "H", "H", "H", "H", "H", "H", "H", "H", "H", "H", "H", "H", "S", "C", "N", "C", "C", "N", "C", "C", "C", "C", "C", "C", "C", "C", "S", "C", "C", "C", "C", "C", "C", "C", "H", "H", "H", "H", "H", "H", "H", "H", "H", "H", "H", "H", "H", "H", "H", "H", "H", "H", "C", "C", "N", "C", "C", "C", "C", "N", "H", "H", "H", "H", "H", "H", "H", "H", "H", "H", "H", "H", "H", "H", "C", "N", "C", "C", "C", "O", "N", "C", "O", "H", "H", "H", "H", "H"], "xyz": [[-0.04780, 0.58301, 0.09191], [2.33511, -1.34343, 2.03227], [2.43940, -0.14035, 0.68275], [3.50838, -0.91148, -0.54535], [3.27930, 1.32169, 1.36803], [2.53682, 1.77193, 2.62737], [0.70331, 1.86920, 2.43118], [0.03618, 1.30405, 4.01557], [0.31111, 3.63736, 2.39092], [3.31417, -1.40280, 2.51378], [2.08491, -2.31582, 1.61069], [1.58781, -1.07876, 2.77968], [4.40194, -1.26972, -0.02903], [3.80304, -0.20406, -1.31942], [2.99503, -1.76124, -0.99519], [3.30686, 2.10305, 0.60414], [4.31544, 1.06318, 1.60063], [2.89176, 2.75103, 2.95463], [2.72833, 1.08029, 3.44975], [0.58486, 1.80573, 4.81545], [0.15009, 0.22666, 4.13978], [-1.01710, 1.56750, 4.08247], [0.65085, 4.09062, 3.32404], [-0.76904, 3.76873, 2.32194], [0.80235, 4.13338, 1.55479], [-2.12006, 0.06590, -1.31594], [-1.68585, 0.11206, -2.96243], [-2.58562, 0.16497, -3.89919], [-2.16857, 0.30791, -5.30709], [-0.95684, -0.53677, -5.57716], [0.08734, -0.27032, -4.56854], [1.49826, -0.42552, -5.02086], [2.17820, 0.91513, -5.19375], [3.40271, 1.14714, -4.57923], [4.08350, 2.33672, -4.80530], [3.53642, 3.30080, -5.64002], [2.30919, 3.07525, -6.25323], [1.63381, 1.88461, -6.03352], [-0.23022, 0.01621, -3.34450], [1.00590, 0.14874, -2.15374], [-4.05137, 0.19235, -3.61410], [-4.59029, 1.58694, -3.38116], [-5.09862, 1.93001, -2.13120], [-5.71614, 3.16017, -1.94108], [-5.82401, 4.05390, -2.99788], [-5.31350, 3.71918, -4.24599], [-4.70434, 2.48812, -4.43874], [-1.97401, 1.36532, -5.50102], [-2.99046, -0.01247, -5.94235], [-0.55153, -0.29294, -6.55633], [-1.17510, -1.60797, -5.55845], [1.45256, -0.97567, -5.95950], [2.02438, -1.04261, -4.29243], [3.85021, 0.37615, -3.96105], [5.05454, 2.49724, -4.35597], [4.07970, 4.21494, -5.83976], [1.89964, 3.81124, -6.93247], [0.70360, 1.70412, -6.56287], [-4.23491, -0.44592, -2.75202], [-4.52763, -0.27100, -4.47671], [-5.06900, 1.21066, -1.32000], [-6.15496, 3.40116, -0.98124], [-6.33795, 4.99614, -2.85952], [-5.43083, 4.39773, -5.08045], [-4.38314, 2.21473, -5.43775], [0.51410, 4.27520, -3.24990], [0.43931, 4.92065, -1.86920], [-0.83578, 4.67634, -1.15442], [-1.84147, 5.77127, -1.19984], [-2.77177, 5.63375, -2.39421], [-1.08329, 3.53383, -0.57596], [-2.36893, 3.25360, 0.12650], [-0.17035, 2.52313, -0.60843], [1.48559, 4.49378, -3.69227], [-0.25341, 4.67650, -3.90951], [0.40797, 3.18680, -3.23066], [0.53479, 5.99857, -1.96720], [1.26179, 4.59969, -1.22407], [-1.28053, 6.70197, -1.24093], [-2.39716, 5.77986, -0.26627], [-2.23191, 5.72295, -3.33636], [-3.50998, 6.43427, -2.36143], [-3.30409, 4.68223, -2.37844], [-2.73851, 4.10523, 0.69344], [-2.26308, 2.41582, 0.82047], [-3.13418, 2.99213, -0.61075], [0.61745, 2.72704, -1.21748], [-3.97179, -1.17225, 3.86668], [-2.88129, -1.33964, 2.87607], [-2.46338, -2.57700, 2.53483], [-1.47703, -2.83441, 1.61618], [-0.89204, -1.71245, 1.03820], [0.01487, -1.62428, 0.13056], [-1.27837, -0.45759, 1.42709], [-2.32327, -0.20226, 2.29817], [-2.70097, 0.92822, 2.50900], [-3.58774, -1.35744, 4.86751], [-4.76785, -1.87520, 3.63672], [-4.34614, -0.15756, 3.79882], [-2.97910, -3.38854, 3.03509], [-1.18797, -3.83887, 1.34930]], "mulliken_charge": [-0.2556, -1.5220, 0.9463, -1.2601, -0.9441, -1.2177, 1.1334, -1.5789, -1.3911, 0.5522, 0.4412, 0.2374, 0.5952, 0.2964, 0.4428, 0.3690, 0.6687, 0.6506, 0.4893, 0.5878, 0.3437, 0.4211, 0.6435, 0.3033, 0.3241, -0.0327, 0.2531, 0.1517, -0.5616, -1.0577, 0.1824, -2.0011, 1.0582, -0.0837, -0.8298, -0.5740, -0.8936, -0.1846, -0.0479, -0.1568, -2.1452, 1.3093, -0.4404, -0.5512, -0.6587, -0.8415, -0.3777, 0.3572, 0.5827, 0.5519, 0.3374, 0.6575, 0.6810, 0.5011, 0.4805, 0.4842, 0.4784, 0.3212, 0.7320, 0.5946, 0.5487, 0.4587, 0.5021, 0.4758, 0.5399, -0.0819, -1.4026, 0.4291, -0.7897, -0.6311, 1.2290, -1.1322, 0.3558, 0.3095, 0.3596, -0.1537, 0.5691, 0.3496, 0.4559, 0.4135, 0.3029, 0.4622, -0.0605, 0.8634, -0.0691, -0.5897, 0.0806, -1.0610, 0.0640, -0.0480, -1.3939, 0.9806, -0.5578, 0.7977, 0.1980, -0.6531, 0.3675, 0.4118, 0.3400, 0.5772, 0.6295], "charge": 4, "spin_multiplicity": 1, "e_homo_ev": -18.303, "homo_lumo_gap_ha": 0.2222, "energy_ha": -3379.452213, "de_lowest_kj_mol": 32.3, "largest_force_ev_per_a": 0.410}


# 2
{"formula": "C35H53N6O4Sn", "method": "the ωB97M-V functional and the def2-TZVPD basis", "symbols": ["Sn", "C", "C", "C", "C", "C", "C", "C", "N", "C", "C", "C", "C", "C", "C", "O", "C", "C", "C", "C", "C", "C", "C", "C", "C", "O", "C", "C", "C", "C", "C", "C", "H", "H", "H", "H", "H", "H", "H", "H", "H", "H", "H", "H", "H", "H", "H", "H", "H", "H", "H", "H", "H", "H", "H", "H", "H", "H", "H", "H", "H", "H", "H", "H", "H", "H", "H", "H", "H", "H", "H", "H", "C", "N", "C", "N", "O", "H", "H", "H", "H", "H", "H", "C", "N", "C", "C", "C", "N", "C", "O", "N", "H", "H", "H", "H", "H", "H", "H"], "xyz": [[2.04928, 0.75667, -1.60572], [-0.95218, 3.96163, 4.06751], [-2.19203, 3.71726, 3.18049], [-3.10118, 2.66047, 3.85134], [-2.97191, 5.02699, 3.04744], [-1.72801, 3.14837, 1.86318], [-0.98939, 1.97820, 1.85325], [-0.59475, 1.42842, 0.64273], [0.11370, 0.32928, 0.46144], [0.07899, -0.78467, 1.14616], [-0.99502, -1.23049, 1.93191], [-0.90312, -2.43027, 2.58536], [0.29421, -3.27029, 2.44443], [1.37032, -2.96832, 1.69985], [1.32914, -1.67100, 0.98837], [2.19927, -1.27891, 0.24134], [2.58700, -3.87038, 1.55551], [2.75937, -4.26882, 0.07859], [3.84012, -3.13328, 2.05760], [2.41845, -5.14941, 2.37684], [-2.00185, -2.95349, 3.47117], [-1.42588, -3.16647, 4.88883], [-2.47797, -4.30486, 2.89543], [-3.19383, -2.00295, 3.55811], [-0.83518, 2.20673, -0.65032], [-0.23242, 1.83316, -1.64081], [-1.72774, 3.39006, -0.61778], [-2.10180, 3.79980, 0.60883], [-2.12806, 4.09246, -1.90377], [-2.84093, 3.09135, -2.83025], [-3.09067, 5.24232, -1.60996], [-0.87963, 4.67147, -2.59797], [-1.28907, 4.37040, 5.01964], [-0.39913, 3.04644, 4.27745], [-0.27481, 4.68447, 3.61158], [-3.45237, 3.06508, 4.80027], [-3.97410, 2.43619, 3.23628], [-2.56718, 1.73298, 4.06101], [-3.24029, 5.37330, 4.04432], [-2.37750, 5.81535, 2.58254], [-3.90314, 4.90358, 2.49201], [-0.73284, 1.47795, 2.77645], [-1.88187, -0.61957, 2.01280], [0.28003, -4.20436, 2.98375], [2.97762, -3.40638, -0.55048], [3.59289, -4.96743, -0.00376], [1.86456, -4.77524, -0.29522], [4.05893, -2.24227, 1.47092], [3.72935, -2.84653, 3.10407], [4.69814, -3.80259, 1.98977], [1.55988, -5.74007, 2.04985], [3.30567, -5.76928, 2.25301], [2.31961, -4.93844, 3.44284], [-0.61902, -3.89684, 4.91539], [-1.06164, -2.23019, 5.31396], [-2.22338, -3.54043, 5.53059], [-1.68885, -5.05635, 2.87117], [-3.27295, -4.68734, 3.53536], [-2.88212, -4.18626, 1.88898], [-2.91263, -1.03728, 3.98430], [-3.66450, -1.84365, 2.58581], [-3.94705, -2.43736, 4.21366], [-2.71529, 4.68238, 0.69449], [-3.74776, 2.70098, -2.36441], [-3.13786, 3.60641, -3.74394], [-2.19873, 2.25563, -3.10537], [-3.99958, 4.89882, -1.11272], [-2.62592, 6.02224, -1.00392], [-3.38935, 5.70094, -2.55185], [-0.19821, 3.89549, -2.93911], [-1.20117, 5.24793, -3.46639], [-0.33945, 5.35000, -1.93498], [2.74480, 3.40116, -5.42455], [1.51012, 2.62418, -5.51604], [1.18950, 1.68524, -4.63653], [0.04374, 0.99764, -4.78816], [1.98146, 1.42532, -3.67632], [2.81132, 4.03175, -6.30555], [3.60858, 2.74212, -5.39614], [2.74040, 4.03208, -4.53747], [0.89631, 2.79245, -6.29620], [-0.60402, 1.18734, -5.53335], [-0.20233, 0.32108, -4.08800], [0.28949, -3.52307, -3.19390], [1.66478, -3.00858, -3.16783], [2.72735, -3.77227, -3.56677], [3.98993, -3.30442, -3.52909], [4.18749, -1.97428, -3.05454], [3.13398, -1.23956, -2.66746], [1.90100, -1.74881, -2.72633], [0.93937, -1.01107, -2.32999], [5.39736, -1.44153, -2.98233], [0.31197, -4.54496, -3.55946], [-0.32165, -2.91593, -3.85696], [-0.13222, -3.50112, -2.19164], [2.48818, -4.76789, -3.91342], [4.81765, -3.91757, -3.85132], [6.21200, -1.95839, -3.27088], [5.52820, -0.50063, -2.64901]], "mulliken_charge": [1.0719, -1.5893, 1.8376, -1.5630, -2.2101, -0.4300, -0.2587, -1.2735, 0.1800, -1.3374, -0.1281, -0.3002, -0.4037, -0.2446, 1.5807, -0.7401, 2.0150, -1.3957, -1.6989, -2.1235, 1.7067, -1.5223, -1.5510, -2.0791, 1.0539, -0.2280, -0.4930, -0.3738, 2.1246, -1.4886, -2.2368, -1.5269, 0.4654, 0.3428, 0.4017, 0.4826, 0.3761, 0.3848, 0.4513, 0.5068, 0.4407, 0.9945, 1.0233, 0.6397, 0.0692, 0.5463, 0.3597, 0.2799, 0.4053, 0.4545, 0.4294, 0.4224, 0.4682, 0.3442, 0.3724, 0.4782, 0.3516, 0.4685, 0.3718, 0.3966, 0.4062, 0.4684, 0.7294, 0.3626, 0.4673, 0.1923, 0.4757, 0.4477, 0.4360, 0.1623, 0.4894, 0.3419, -0.8794, -0.2664, 0.6385, -0.2263, -0.5571, 0.3766, 0.2671, 0.2700, 0.2142, 0.2111, 0.1460, -0.9350, 0.2851, -0.2492, -0.9499, 0.6729, 0.0358, 0.5377, -0.5751, -0.3613, 0.3544, 0.3160, 0.3177, 0.4247, 0.4357, 0.2433, 0.1713], "charge": 3, "spin_multiplicity": 1, "e_homo_ev": -16.508, "homo_lumo_gap_ha": 0.2152, "energy_ha": -2208.502571, "de_lowest_kj_mol": 0.0, "largest_force_ev_per_a": 0.303}


Number 1: LUMO level -12.26 eV. Number 2: LUMO level -10.65 eV.